Here is C6H9NO2 as an isolated structure at a distorted geometry from OMol25. Energies are from wB97M-V/def2-TZVPD.

**DFT total energy**: -11948.441 eV
**Total charge**: 0
**Orbital gap**: 10.346 eV
**Energy relative to the best compared isomer or geometry (same formula, charge and spin)**: 470.6 kJ/mol
**LUMO**: 0.74 eV

Element x y z (Å)
C -0.098 0.783 0.022
C -0.178 -1.070 -1.564
C 0.274 1.377 1.356
N 0.214 -0.524 -0.270
C 1.954 -0.269 -0.230
O 2.362 -1.356 0.416
C -1.956 0.396 0.173
C -3.007 -0.095 0.532
O 2.662 0.573 -0.694
H 1.556 -1.771 0.780
H -0.051 1.485 -0.815
H 0.595 -1.764 -1.907
H -1.113 -1.614 -1.438
H -0.318 -0.282 -2.310
H 1.207 1.943 1.295
H -0.520 2.071 1.652
H 0.354 0.614 2.133
H -3.937 -0.497 0.868

Here is FeH19O10 as an isolated structure at a distorted geometry from OMol25. Energies are from wB97M-V/def2-TZVPD.

**DFT total energy**: -55154.158 eV
**Total charge**: +2
**Orbital gap (alpha / beta)**: 9.115 / 6.111 eV
**Energy relative to the best compared isomer or geometry (same formula, charge and spin)**: 98.6 kJ/mol
**LUMO (alpha / beta)**: -7.62 / -10.62 eV
**Spin multiplicity**: 6

Element x y z (Å)
Fe 1.157 1.098 -0.640
O 0.061 -0.040 0.432
H -0.754 0.037 0.967
O 1.520 -0.930 2.715
H 1.870 -1.673 2.223
H 1.060 -0.404 2.062
O -1.537 -2.288 -0.061
H -0.868 -1.764 0.381
H -2.064 -1.649 -0.540
O 2.297 1.723 0.950
H 3.254 1.714 0.967
H 2.046 2.170 1.758
O -2.568 1.057 -0.973
H -3.321 1.553 -0.652
H -2.854 0.707 -1.817
O 1.328 -2.594 -0.907
H 0.389 -2.601 -0.724
H 1.563 -3.518 -0.990
O 0.081 0.679 -2.228
H 0.113 0.860 -3.168
H -0.829 0.433 -2.063
O 0.066 2.800 -0.406
H -0.441 3.082 0.355
H 0.113 3.576 -0.964
O -3.102 -0.845 2.093
H -3.901 -1.262 1.771
H -3.195 0.075 1.843
O 2.612 -0.353 -0.732
H 3.565 -0.378 -0.816
H 2.339 -1.265 -0.833

Here is a 3-piece molecular cluster, C6H15NO3 overall at a distorted geometry from OMol25. Energies are from wB97M-V/def2-TZVPD.

**DFT total energy**: -14097.052 eV
**Total charge**: 0
**Structure (SMILES)**: C=CC[C@@H](C)NC=O.O.O
**Orbital gap**: 9.703 eV
**Energy relative to the best compared isomer or geometry (same formula, charge and spin)**: 165.7 kJ/mol
**LUMO**: 0.28 eV

Element x y z (Å)
O 2.913 0.766 -0.634
C 1.821 0.414 -0.214
N 0.722 1.237 -0.330
C -0.581 0.732 -0.046
C -1.396 1.701 0.924
C -0.992 1.630 2.374
C -0.579 0.516 2.982
C -1.420 0.561 -1.350
H 1.831 -0.543 0.318
H 0.879 2.095 -0.841
H -0.574 -0.231 0.434
H -1.267 2.680 0.469
H -2.421 1.363 0.743
H -1.082 2.565 2.909
H -0.553 -0.455 2.519
H -0.280 0.519 4.022
H -2.367 0.092 -1.104
H -1.547 1.548 -1.799
H -0.875 -0.043 -2.069
H 1.934 -3.041 -0.796
H 1.388 -3.957 0.267
O 1.481 -3.005 0.065
H -1.551 -1.923 -2.225
H -1.218 -3.440 -2.334
O -1.609 -2.697 -2.807

Here is a 5-piece molecular cluster, C39H62BrIN4O7SSi overall at a distorted geometry from OMol25. Energies are from wB97M-V/def2-TZVPD.

**DFT total energy**: -158595.921 eV
**Total charge**: 0
**Structure (SMILES)**: CCCCCCCCCCCC[C@]1(CC(=O)I)OS(=O)(=O)O[C@@]1(CCO[Si](C)(C)C)CC(=O)Br.c1cc[nH]c1.c1cc[nH]c1.c1cc[nH]c1.c1cc[nH]c1
**Orbital gap**: 7.792 eV
**LUMO**: -0.40 eV

Element x y z (Å)
C 2.656 -2.364 1.311
C 1.956 -2.093 -0.078
C 1.587 -3.377 -0.917
C 0.111 -3.856 -0.762
C -0.985 -2.765 -1.082
C -1.903 -3.140 -2.301
C -3.446 -2.983 -2.060
C -4.189 -2.282 -3.274
C -4.920 -0.937 -2.870
C -3.901 -0.010 -2.150
C -4.347 1.506 -2.157
C -3.315 2.312 -1.287
C -3.934 3.229 -0.184
C -5.302 2.862 0.479
C -5.429 1.425 1.051
O -5.614 0.471 0.423
I -5.324 1.100 3.221
O -4.301 4.447 -0.948
S -4.205 5.721 0.065
O -3.491 6.875 -0.401
O -5.424 6.185 0.671
O -3.412 4.975 1.296
C -2.762 3.781 0.715
C -1.569 4.469 -0.079
C -0.267 3.622 -0.098
O 0.590 4.196 -1.102
Si 1.817 3.125 -1.587
C 3.099 2.793 -0.212
C 2.735 4.003 -3.027
C 1.191 1.466 -2.263
C -2.378 2.998 2.011
C -1.869 1.562 1.781
O -2.482 0.656 1.386
Br 0.030 1.195 2.253
H 1.954 -2.170 2.149
H 3.540 -1.707 1.473
H 3.021 -3.408 1.412
H 1.063 -1.456 0.053
H 2.677 -1.501 -0.688
H 2.243 -4.203 -0.552
H 1.887 -3.195 -1.975
H -0.009 -4.738 -1.432
H -0.029 -4.224 0.279
H -1.542 -2.585 -0.136
H -0.457 -1.821 -1.355
H -1.693 -4.203 -2.545
H -1.546 -2.541 -3.169
H -3.857 -4.020 -2.037
H -3.709 -2.542 -1.079
H -4.920 -2.988 -3.710
H -3.393 -1.978 -3.990
H -5.323 -0.441 -3.785
H -5.803 -1.179 -2.240
H -2.881 -0.060 -2.607
H -3.749 -0.343 -1.097
H -4.235 1.820 -3.219
H -5.399 1.618 -1.843
H -2.776 2.992 -1.986
H -2.531 1.619 -0.912
H -5.461 3.567 1.326
H -6.131 3.072 -0.230
H -1.827 4.696 -1.127
H -1.351 5.411 0.459
H 0.273 3.607 0.869
H -0.521 2.576 -0.410
H 2.547 2.612 0.737
H 3.698 1.911 -0.521
H 3.754 3.685 -0.163
H 2.130 4.025 -3.981
H 2.954 5.065 -2.779
H 3.686 3.482 -3.266
H 0.338 1.665 -2.945
H 1.992 0.961 -2.848
H 0.930 0.795 -1.417
H -3.220 3.081 2.724
H -1.533 3.561 2.468
N 1.333 3.728 -6.814
C 2.004 4.428 -7.782
C 2.923 3.586 -8.352
C 2.800 2.327 -7.708
C 1.810 2.447 -6.770
H 0.603 4.098 -6.231
H 1.770 5.461 -7.979
H 3.608 3.845 -9.143
H 3.372 1.436 -7.911
H 1.404 1.733 -6.072
N 5.233 -5.834 -1.364
C 5.357 -7.197 -1.392
C 5.765 -7.609 -0.151
C 5.886 -6.450 0.660
C 5.548 -5.372 -0.116
H 4.954 -5.261 -2.139
H 5.146 -7.753 -2.291
H 5.954 -8.628 0.144
H 6.185 -6.412 1.695
H 5.504 -4.318 0.105
N -0.804 -1.724 4.071
C -0.522 -3.061 4.155
C -0.170 -3.338 5.450
C -0.246 -2.122 6.178
C -0.642 -1.146 5.301
H -1.085 -1.242 3.236
H -0.596 -3.697 3.288
H 0.111 -4.306 5.834
H -0.035 -1.981 7.226
H -0.822 -0.092 5.445
N 3.069 0.317 8.318
C 2.562 -0.837 7.784
C 2.914 -1.873 8.609
C 3.658 -1.322 9.686
C 3.734 0.030 9.480
H 2.968 1.233 7.919
H 1.999 -0.821 6.866
H 2.665 -2.911 8.457
H 4.087 -1.858 10.518
H 4.202 0.811 10.057

Here is a 2-piece molecular cluster, C6H11I overall at a distorted geometry from OMol25. Energies are from wB97M-V/def2-TZVPD.

**DFT total energy**: -14495.737 eV
**Total charge**: 0
**Orbital gap**: 7.691 eV
**Energy relative to the best compared isomer or geometry (same formula, charge and spin)**: 354.5 kJ/mol
**LUMO**: -0.85 eV

Element x y z (Å)
C 0.216 0.843 -0.715
C -2.203 -1.264 -0.929
C 0.165 -0.305 -0.013
C -0.259 2.182 -0.368
C 0.750 -1.581 -0.410
C -0.228 -0.214 1.527
I -3.481 -0.022 0.061
H 0.463 0.667 -1.745
H -2.143 -0.838 -1.901
H -1.274 2.120 -0.011
H -0.072 2.773 -1.323
H 0.446 2.541 0.423
H 0.042 -2.354 -0.035
H 1.675 -1.577 0.150
H 1.053 -1.741 -1.520
H 0.370 0.558 1.966
H -0.142 -1.064 2.130
H -1.299 0.329 1.628

Here is a 2-piece molecular cluster, C4H12 overall at a distorted geometry from OMol25. Energies are from wB97M-V/def2-TZVPD.

**DFT total energy**: -4341.961 eV
**Total charge**: 0
**Structure (SMILES)**: CC.CC
**Orbital gap**: 12.375 eV
**Energy relative to the best compared isomer or geometry (same formula, charge and spin)**: 54.7 kJ/mol
**LUMO**: 1.15 eV

Element x y z (Å)
C 1.557 -1.388 -0.103
C 1.209 -2.235 1.095
H 2.629 -1.310 -0.325
H 1.047 -1.636 -1.029
H 1.399 -0.317 0.052
H 0.670 -1.661 1.863
H 0.537 -3.072 0.908
H 2.038 -2.613 1.688
C -1.969 2.065 -0.917
C -0.835 1.479 -0.107
H -2.293 1.510 -1.808
H -2.923 2.080 -0.390
H -1.646 3.027 -1.310
H -0.949 1.446 0.978
H 0.038 2.137 -0.184
H -0.511 0.488 -0.412

Here is C52H46F9IrOP3S3 as an isolated structure at a distorted geometry from OMol25. Energies are from wB97M-V/def2-TZVPD.

**DFT total energy**: -144385.559 eV
**Total charge**: +1
**Orbital gap**: 6.810 eV
**Energy relative to the best compared isomer or geometry (same formula, charge and spin)**: 107.3 kJ/mol
**LUMO**: -3.50 eV

Element x y z (Å)
Ir 0.149 0.259 -0.472
S -0.357 -1.258 -2.132
P -1.459 -2.876 -0.056
C 0.036 -1.857 -0.508
P 1.856 -2.056 -0.481
S 2.349 -0.236 -1.222
C 2.516 -2.117 1.199
C 1.709 -2.282 2.312
C 2.260 -2.251 3.588
C 3.623 -2.060 3.748
C 4.440 -1.901 2.632
C 3.891 -1.924 1.362
C 2.518 -3.489 -1.328
C 3.098 -4.547 -0.631
C 3.618 -5.624 -1.330
C 3.555 -5.650 -2.716
C 2.975 -4.599 -3.413
C 2.463 -3.513 -2.723
C -1.670 -2.846 1.764
C -2.036 -3.973 2.500
C -2.403 -3.857 3.834
C -2.424 -2.616 4.452
C -2.097 -1.481 3.721
C -1.741 -1.594 2.387
C -0.837 -4.548 -0.433
C -1.220 -5.095 -1.657
C -0.787 -6.359 -2.030
C 0.018 -7.094 -1.172
C 0.400 -6.560 0.051
C -0.018 -5.290 0.416
H 0.655 -2.446 2.195
H 1.619 -2.380 4.450
H 4.055 -2.039 4.740
H 5.505 -1.754 2.755
H 4.528 -1.784 0.496
H 3.146 -4.531 0.450
H 4.073 -6.444 -0.791
H 3.967 -6.492 -3.257
H 2.932 -4.620 -4.493
H 2.026 -2.679 -3.258
H -2.035 -4.950 2.034
H -2.675 -4.744 4.393
H -2.705 -2.531 5.494
H -2.129 -0.505 4.189
H -1.518 -0.700 1.814
H -1.866 -4.526 -2.316
H -1.089 -6.775 -2.982
H 0.347 -8.085 -1.455
H 1.032 -7.132 0.719
H 0.294 -4.873 1.367
F -5.159 5.293 1.295
C -4.201 6.010 0.682
F -3.953 7.081 1.451
F -4.713 6.456 -0.475
C -2.959 5.187 0.463
C -2.190 5.377 -0.673
C -1.043 4.615 -0.865
C -0.679 3.657 0.074
C -1.458 3.478 1.218
C -2.587 4.249 1.420
P 0.719 2.523 -0.177
C 1.760 2.812 1.287
C 2.519 1.767 1.811
C 3.306 1.974 2.932
C 3.329 3.221 3.536
C 2.575 4.269 3.027
C 1.789 4.062 1.905
C 4.142 3.409 4.791
F 3.479 2.944 5.865
F 5.305 2.741 4.729
F 4.424 4.697 5.022
C 1.626 3.168 -1.612
C 1.251 2.718 -2.877
C 1.914 3.175 -4.003
C 2.963 4.072 -3.862
C 3.350 4.518 -2.608
C 2.680 4.067 -1.482
C 3.733 4.515 -5.080
F 4.770 3.692 -5.318
F 2.966 4.515 -6.180
F 4.232 5.750 -4.931
H -2.481 6.115 -1.408
H -0.443 4.769 -1.752
H -1.185 2.726 1.948
H -3.193 4.110 2.306
H 2.509 0.793 1.340
H 3.897 1.162 3.334
H 2.601 5.239 3.504
H 1.194 4.878 1.515
H 0.446 1.998 -2.976
H 1.622 2.830 -4.985
H 4.169 5.217 -2.510
H 2.989 4.417 -0.505
C -2.721 1.939 -3.443
C -4.020 2.009 -2.649
C -3.793 1.862 -1.150
S -3.043 0.261 -0.743
O -1.839 0.634 0.150
C -4.247 -0.361 0.436
C -5.508 -0.852 -0.269
C -5.270 -2.056 -1.173
H -2.918 1.928 -4.515
H -2.151 1.036 -3.205
H -2.088 2.803 -3.226
H -4.729 1.253 -2.997
H -4.499 2.977 -2.811
H -4.712 1.973 -0.573
H -3.066 2.590 -0.788
H -4.449 0.443 1.147
H -3.733 -1.172 0.954
H -5.965 -0.032 -0.832
H -6.225 -1.112 0.512
H -4.600 -1.819 -2.002
H -6.211 -2.409 -1.593
H -4.816 -2.876 -0.614

Here is one molecule with the formula C4H9N3S at a distorted geometry from OMol25. Energies are from wB97M-V/def2-TZVPD.

**DFT total energy**: -19593.827 eV
**Total charge**: 0
**Orbital gap (alpha / beta)**: 7.607 / 7.604 eV
**Energy relative to the best compared isomer or geometry (same formula, charge and spin)**: 560.5 kJ/mol
**LUMO (alpha / beta)**: 0.21 / 0.21 eV

Element x y z (Å)
C -2.101 1.109 0.508
C 0.345 0.442 0.148
C 0.741 1.322 -2.175
C 0.800 -1.938 1.472
N -1.858 2.050 -0.331
N -0.751 2.404 -0.790
N 0.282 1.404 -0.816
S 1.028 -1.126 -0.184
H -3.083 0.791 0.369
H -1.395 0.492 1.126
H 0.615 0.918 1.088
H 0.906 2.272 -2.434
H 1.598 0.607 -2.392
H 0.054 0.959 -2.834
H 1.582 -2.600 1.576
H -0.104 -2.446 1.390
H 0.700 -1.143 2.082

Here is C38H38N6PtS3 as an isolated structure at a distorted geometry from OMol25. Energies are from wB97M-V/def2-TZVPD.

**DFT total energy**: -84696.723 eV
**Total charge**: +2
**Orbital gap**: 8.739 eV
**Energy relative to the best compared isomer or geometry (same formula, charge and spin)**: 0.0 kJ/mol
**LUMO**: -4.58 eV

Element x y z (Å)
Pt 0.145 2.197 1.435
N -0.930 3.518 2.877
C -0.277 4.843 2.796
C 1.224 4.629 2.669
N 1.461 3.792 1.462
H -1.943 3.565 2.881
H -0.640 3.052 3.731
H -0.487 5.460 3.671
H -0.661 5.358 1.915
H 1.625 4.100 3.533
H 1.739 5.587 2.587
H 2.424 3.474 1.380
H 1.292 4.383 0.650
N 1.687 0.823 1.502
S 2.018 0.184 0.183
N 0.896 -0.411 -0.798
S -0.277 -1.415 -0.659
N -1.679 -0.783 -0.711
S -2.167 0.353 0.361
N -1.313 0.770 1.499
C -3.668 -0.351 0.969
C -4.337 -1.341 0.262
C -5.532 -1.826 0.770
C -6.038 -1.323 1.961
C -5.355 -0.334 2.657
C -4.160 0.161 2.161
C -2.658 1.633 -0.783
C -3.980 2.029 -0.902
C -4.286 3.098 -1.737
C -3.280 3.750 -2.431
C -1.958 3.336 -2.306
C -1.640 2.271 -1.482
C -0.204 -2.385 -2.129
C -1.188 -2.259 -3.094
C -1.050 -2.982 -4.271
C 0.049 -3.807 -4.459
C 1.028 -3.918 -3.475
C 0.911 -3.199 -2.300
C -0.128 -2.555 0.696
C 0.195 -2.075 1.960
C 0.191 -2.965 3.023
C -0.144 -4.297 2.826
C -0.493 -4.752 1.562
C -0.496 -3.881 0.486
C 2.834 1.244 -0.998
C 2.464 1.350 -2.329
C 3.156 2.236 -3.145
C 4.204 2.987 -2.635
C 4.575 2.860 -1.300
C 3.888 1.986 -0.474
C 3.194 -1.120 0.447
C 3.774 -1.748 -0.649
C 4.687 -2.764 -0.427
C 5.010 -3.136 0.874
C 4.434 -2.487 1.956
C 3.520 -1.463 1.749
H -3.930 -1.725 -0.661
H -6.067 -2.599 0.236
H -6.971 -1.707 2.352
H -5.752 0.048 3.588
H -3.599 0.920 2.690
H -4.765 1.521 -0.358
H -5.314 3.415 -1.843
H -3.526 4.579 -3.081
H -1.178 3.836 -2.864
H -0.616 1.919 -1.402
H -2.036 -1.612 -2.926
H -1.806 -2.900 -5.040
H 0.146 -4.371 -5.377
H 1.880 -4.567 -3.626
H 1.664 -3.278 -1.526
H 0.420 -1.030 2.121
H 0.444 -2.609 4.013
H -0.144 -4.982 3.663
H -0.766 -5.788 1.410
H -0.778 -4.237 -0.495
H 1.651 0.753 -2.717
H 2.879 2.331 -4.187
H 4.744 3.667 -3.280
H 5.407 3.431 -0.910
H 4.176 1.860 0.564
H 3.524 -1.439 -1.657
H 5.157 -3.260 -1.266
H 5.727 -3.928 1.043
H 4.700 -2.771 2.965
H 3.067 -0.929 2.573

Here is a 3-piece molecular cluster, CH7NO2 overall at a distorted geometry from OMol25. Energies are from wB97M-V/def2-TZVPD.

**DFT total energy**: -6734.366 eV
**Total charge**: 0
**Structure (SMILES)**: C=N.O.O
**Orbital gap**: 10.847 eV
**Energy relative to the best compared isomer or geometry (same formula, charge and spin)**: 94.3 kJ/mol
**LUMO**: 0.82 eV

Element x y z (Å)
C -2.215 1.875 0.853
N -2.755 0.813 1.262
H -2.842 2.653 0.432
H -1.129 1.991 0.798
H -2.167 0.001 1.384
H 6.860 0.916 -0.052
H 7.202 1.543 -1.359
O 7.284 1.682 -0.389
H -3.191 -3.195 -0.543
H -4.066 -3.675 -1.724
O -3.294 -3.878 -1.176

Here is C14H10N5O6S as an isolated structure at a distorted geometry from OMol25. Energies are from wB97M-V/def2-TZVPD.

**DFT total energy**: -45242.529 eV
**Total charge**: -1
**Orbital gap**: 4.261 eV
**LUMO**: 1.18 eV

Element x y z (Å)
N -1.915 0.787 -0.262
C -0.840 1.251 -0.246
C 0.423 1.942 -0.244
C 1.619 1.156 -0.479
C 2.881 1.799 -0.288
N 4.163 1.238 -0.229
O 4.617 0.100 -0.279
O 5.008 2.294 -0.050
N 4.312 3.509 -0.019
C 3.002 3.166 -0.141
C 1.802 3.962 -0.087
N 1.831 5.395 0.031
O 2.865 6.076 0.044
O 0.708 5.954 0.123
C 0.547 3.333 -0.124
H 2.314 -0.680 -0.402
H -0.334 3.954 -0.035
C -4.793 -2.668 0.960
C -3.344 -2.649 0.609
C -2.459 -1.925 1.400
C -1.110 -1.882 1.113
C -0.676 -2.553 -0.033
S 1.043 -2.440 -0.490
N 1.540 -0.139 -0.802
O 1.938 -2.761 0.621
O 1.338 -2.860 -1.842
C -1.537 -3.250 -0.874
C -2.873 -3.314 -0.520
H -5.367 -3.253 0.243
H -4.946 -3.095 1.954
H -5.202 -1.655 0.982
H -2.844 -1.390 2.262
H -0.394 -1.362 1.755
H 1.356 -0.382 -1.760
H -1.129 -3.762 -1.746
H -3.544 -3.898 -1.140

The lowest DFT total energy belongs to which entry?
C39H62BrIN4O7SSi

Look up the total charge of the first one.
0

The lowest total charge belongs to which entry?
C14H10N5O6S